Record 1
# C5H10O2

A 2-piece molecular cluster, C5H10O2 overall at a distorted geometry (ωB97M-V/def2-TZVPD, the Open Molecules 2025 dataset).

Summary:
SMILES = C=C/C=C/CO.O
Relative energy (zero: lowest compared OMol25 entry of this formula, charge and spin) = 67.6 kcal per mole
HOMO level = -9.10 eV
Orbital gap = 9.7 eV
LUMO energy = 0.64 eV

Atoms and positions in Å:
C 1.11226 2.08615 -2.22941
C 1.53482 0.91626 -1.77627
C 0.72709 -0.03149 -1.00865
C 1.08086 -0.70547 0.08261
C 0.29126 -1.77990 0.76117
O -1.10447 -1.63571 0.48928
H 0.07255 2.37419 -2.13231
H 1.73927 2.91304 -2.54112
H 2.58533 0.67373 -1.92865
H -0.21054 -0.44163 -1.38921
H 2.03802 -0.50014 0.56600
H 0.38594 -1.52758 1.82459
H 0.72310 -2.76331 0.57479
H -1.47979 -2.40930 0.08319
O -2.59534 1.21941 2.69872
H -2.06620 0.44059 2.73042
H -2.57229 1.36020 1.76250


Record 2
# C7H64BF2N4O29

A 27-piece molecular cluster, C7H64BF2N4O29 overall at a distorted geometry (ωB97M-V/def2-TZVPD, the Open Molecules 2025 dataset).

Summary:
Charge = +1
HOMO level = -12.17 eV
Orbital gap = 8.8 eV
LUMO energy = -3.35 eV

Atoms and positions in Å:
C 0.59301 -2.87353 2.87470
B 1.11091 -2.10039 1.60212
O 2.42107 -1.60740 1.61413
C 0.29016 -1.84104 0.23712
N -0.45543 -3.06406 -0.16348
C -1.08085 -2.88042 -1.36211
N -1.74045 -3.85303 -1.96075
N -1.02519 -1.57949 -1.87087
C -1.68823 -0.77674 -0.79727
C -0.57041 -0.57007 0.24823
N -1.07664 -0.12171 1.57652
C -2.43420 0.28002 1.55606
O -2.85204 1.34232 1.37459
F -3.29237 -0.71785 1.73159
C -0.32235 0.96796 2.10963
O -0.05316 1.96348 1.60533
F 0.10825 0.73437 3.35430
H 1.27634 -2.64612 3.70900
H -0.44181 -2.59700 3.13094
H 0.68093 -3.96729 2.72545
H 2.73033 -1.70467 0.69720
H 1.04870 -1.69215 -0.55745
H 0.16731 -3.86762 -0.24086
H -2.30834 -4.46272 -1.36606
H -1.76671 -3.95009 -2.97206
H -1.53668 -1.52266 -2.74907
H -2.50218 -1.42619 -0.42584
H -2.07750 0.16088 -1.21537
H 0.08205 0.22442 -0.15816
O -2.89480 3.16794 -1.07330
H -2.60745 2.70348 -0.27859
H -2.59467 4.07488 -0.94053
O -4.64775 4.15425 2.33783
H -3.91505 3.54968 2.18250
H -5.36576 3.58009 2.62925
O 1.94855 -0.21016 -1.85287
H 2.08449 0.71434 -2.08069
H 1.06313 -0.39384 -2.18287
O 1.09636 -5.72530 -1.07646
H 0.18649 -5.51001 -1.31197
H 1.24752 -6.57586 -1.50530
O -0.11921 4.26547 -2.28558
H -1.01898 4.25424 -2.63168
H -0.20501 3.90391 -1.39716
O -1.41484 -0.88148 -4.63244
H -0.84915 -0.61952 -5.37501
H -2.31114 -0.72790 -4.95688
O -6.02153 6.28660 0.50421
H -5.74122 5.80820 1.29386
H -5.72097 7.18938 0.65839
O 3.09701 -1.34716 4.37587
H 3.80083 -0.70866 4.54288
H 2.91655 -1.25572 3.43036
O -0.40594 0.57454 6.23775
H 0.33760 1.13624 6.48213
H -0.52825 0.73141 5.29536
O -6.81685 4.42490 -2.09010
H -7.24109 3.87518 -1.42064
H -6.45344 5.16355 -1.58253
O 4.87596 -3.97548 5.42921
H 4.40321 -3.13460 5.42111
H 5.55516 -3.86493 4.75405
O 1.79554 3.46675 3.46357
H 1.31561 3.27791 2.64751
H 1.48299 2.79614 4.07951
O 7.57664 -5.22186 6.61032
H 6.64660 -5.05675 6.40637
H 7.75624 -6.08012 6.21190
O 7.16701 -2.13557 3.60788
H 7.48023 -2.59882 4.39457
H 7.43888 -1.21997 3.75150
O -3.87951 7.25939 3.40591
H -3.14470 6.65643 3.25268
H -4.59577 6.68458 3.69728
O -3.18539 -3.32544 -4.88287
H -2.63000 -3.07029 -5.62749
H -4.08725 -3.18743 -5.20353
O -5.68429 -2.27584 -6.39533
H -6.20655 -1.46663 -6.36025
H -5.93233 -2.68106 -7.23429
O 0.59871 1.34542 -3.43202
H 0.73133 2.27544 -3.65732
H -0.28984 1.15062 -3.75504
O 0.59792 1.08997 -6.30763
H 1.29546 1.70675 -6.05204
H 0.50584 1.22509 -7.25814
O 7.05443 0.89905 4.59284
H 7.36498 0.43760 5.37989
H 7.32303 1.81471 4.73778
O 3.49325 0.71076 -6.16450
H 4.25304 0.12748 -6.28954
H 2.77105 0.11004 -5.95107
O 4.62392 -1.95869 -6.96753
H 5.38602 -2.53582 -7.09039
H 3.90393 -2.56224 -6.75575
O 6.47662 1.95602 1.70078
H 5.58340 1.91418 1.34473
H 6.39889 1.57544 2.58439
O -4.44037 -5.28862 -0.99870
H -5.23819 -5.32885 -1.53804
H -4.72975 -5.58348 -0.12747
O -9.41225 4.27214 -3.20745
H -9.34619 3.82839 -4.05882
H -8.53773 4.15087 -2.80458
O 5.36911 3.22438 5.18568
H 5.46363 4.14173 4.90453
H 4.46151 3.00133 4.95245


Record 3
# C3H10NO2

A 3-piece molecular cluster, C3H10NO2 overall at a distorted geometry (ωB97M-V/def2-TZVPD, the Open Molecules 2025 dataset).

Summary:
Charge = +1
Relative energy (zero: lowest compared OMol25 entry of this formula, charge and spin) = 61.1 kcal per mole
HOMO level = -14.53 eV
Orbital gap = 9.2 eV
LUMO energy = -5.36 eV

Atoms and positions in Å:
C 0.34814 1.64990 0.44376
C -0.69887 1.99928 1.18568
C -0.85531 0.62238 -1.45975
N 0.21612 1.26853 -0.93138
H 1.38776 1.77617 0.73064
H -1.72531 1.80576 0.89635
H -0.63735 2.41329 2.23942
H -0.59783 0.12949 -2.34016
H -1.73730 0.56741 -0.86569
H 0.89290 1.57160 -1.66030
H 1.47830 -2.85388 1.77365
H -0.06844 -2.62658 2.08663
O 0.67461 -2.34514 1.47505
H 0.18363 -1.98645 -0.43694
H 0.64639 -2.40371 -1.83522
O 0.49256 -1.58806 -1.30172


Record 4
# C28H38As2N5RuSi

C28H38As2N5RuSi as an isolated structure at a distorted geometry (ωB97M-V/def2-TZVPD, the Open Molecules 2025 dataset).

Summary:
Spin multiplicity = 2
Charge = +2
Relative energy (zero: lowest compared OMol25 entry of this formula, charge and spin) = 47.6 kcal per mole
HOMO level (spin up / spin down) = -12.62 / -12.67 eV
Orbital gap (spin up / spin down) = 6.2 / 6.2 eV
LUMO energy (spin up / spin down) = -6.44 / -6.46 eV

Atoms and positions in Å:
Ru 0.62222 0.34242 0.10301
N 1.50233 4.31712 1.54783
C 1.70694 3.26744 0.75940
N 0.77121 2.61028 0.12907
C -0.55225 3.02884 0.28500
N -1.50798 2.45873 -0.35084
N -1.17132 1.41125 -1.21709
C -1.35180 1.74191 -2.43671
C -1.53430 0.84179 -3.58941
C -2.00218 1.43679 -4.75574
C -2.37867 0.67629 -5.84708
C -2.30462 -0.70505 -5.75073
C -1.79939 -1.25355 -4.59717
N -1.39329 -0.50237 -3.55359
C -0.85236 4.11796 1.21527
C -2.15685 4.53414 1.49613
C -2.37534 5.57087 2.37679
C -1.29508 6.21549 2.98531
C -0.00060 5.82143 2.71934
C 0.20950 4.76834 1.83496
H 2.29237 4.77856 1.97316
H 2.73457 2.94663 0.64032
H -1.57259 2.78180 -2.66929
H -2.08806 2.51345 -4.78305
H -2.74212 1.15249 -6.74739
H -2.62322 -1.35531 -6.55201
H -1.70399 -2.31867 -4.46388
H -2.98163 4.03375 1.00792
H -3.38452 5.89227 2.59290
H -1.47159 7.03261 3.67128
H 0.83864 6.31856 3.18941
C 3.35324 -2.24141 0.21325
As 2.16199 -1.07764 1.21032
C 3.44695 -0.36594 2.48745
C 1.16193 -2.31201 2.33570
C 1.69896 -3.48781 2.84799
C 0.93825 -4.28371 3.69255
C -0.35040 -3.90093 4.04296
C -0.88649 -2.72343 3.54350
C -0.13269 -1.93512 2.68136
As -0.76438 -0.28020 1.90704
C -0.78998 0.95196 3.40270
C -2.65143 -0.54372 1.57847
H 2.79691 -2.90804 -0.44025
H 3.94624 -2.82800 0.91297
H 4.02584 -1.62632 -0.38268
H 3.80845 -1.16273 3.13579
H 2.96893 0.40249 3.09271
H 4.28595 0.07223 1.94764
H 2.70673 -3.79495 2.59620
H 1.35234 -5.20361 4.08318
H -0.93625 -4.52196 4.70715
H -1.89097 -2.43107 3.82592
H -1.32443 0.50828 4.24167
H -1.28875 1.87260 3.09865
H 0.23304 1.17439 3.70189
H -3.16978 -0.79696 2.50188
H -2.78492 -1.34449 0.85358
H -3.05863 0.38195 1.17369
C 0.30559 -3.75460 -1.32589
Si 0.64589 -2.45449 -2.61199
C 2.14567 -1.40129 -2.26274
C 0.81067 -3.20665 -4.30920
C -0.84935 -1.22604 -2.38662
H 1.16677 -4.41208 -1.19116
H -0.53438 -4.37807 -1.64162
H 0.04975 -3.32920 -0.35234
H 3.02681 -2.01391 -2.06239
H 1.99153 -0.75124 -1.39628
H 2.38164 -0.76957 -3.12291
H 1.77324 -3.72527 -4.33407
H 0.83595 -2.46875 -5.11338
H 0.04857 -3.95477 -4.53553
H -1.68081 -1.71045 -1.87403
H -0.40817 -0.51372 -1.68631


Record 5
# C27H39BN2O5Re

C27H39BN2O5Re as an isolated structure (ωB97M-V/def2-TZVPD, the Open Molecules 2025 dataset).

Summary:
Spin multiplicity = 2
Relative energy (zero: lowest compared OMol25 entry of this formula, charge and spin) = 7.4 kcal per mole
HOMO level (spin up / spin down) = -7.28 / -7.95 eV
Orbital gap (spin up / spin down) = 7.3 / 7.7 eV
LUMO energy (spin up / spin down) = 0.02 / -0.28 eV

Atoms and positions in Å:
Re 0.38215 -0.73065 0.02642
N 2.30278 -0.84205 1.17857
C 3.13803 -2.00273 0.78305
C 2.25207 -3.11656 0.27548
O 2.68085 -4.25146 0.18538
N 1.02801 -2.67539 -0.10288
C 0.21371 -3.64907 -0.82589
C -0.94452 -2.94302 -1.45532
O -1.82356 -3.54490 -2.02805
O -0.91028 -1.63449 -1.33798
H 2.83638 0.01541 1.09800
H 2.06567 -0.94764 2.15966
H 3.74794 -2.35748 1.61026
H 3.78487 -1.71079 -0.04124
H -0.14177 -4.44921 -0.17677
H 0.78885 -4.12740 -1.61915
C -0.15222 0.48534 1.79823
C -1.40319 -0.20621 1.63271
C -1.90775 0.22022 0.37231
C -0.97233 1.16022 -0.18923
C 0.08080 1.43213 0.73626
C 0.94976 2.67610 0.80228
C 0.46643 3.49653 2.00712
C 0.75574 3.51004 -0.46801
C 2.44058 2.37425 0.97372
C -3.25165 0.03744 -0.34607
C -4.18756 1.05392 0.34568
C -3.89061 -1.35283 -0.31287
C -3.16511 0.45155 -1.82649
C -1.88360 -1.21626 2.68008
C -1.90332 -2.64363 2.09513
C -3.25367 -0.83559 3.25846
C -0.91251 -1.25197 3.86844
H 0.40156 0.50133 2.72444
H -1.11079 1.67602 -1.12692
H -0.60362 3.70091 1.92337
H 0.99920 4.45044 2.04717
H 0.64065 2.96589 2.94689
H -0.28329 3.83601 -0.56336
H 1.02044 2.94294 -1.35697
H 1.38675 4.40170 -0.42042
H 2.63712 1.81892 1.89819
H 3.00534 3.30727 1.04198
H 2.82279 1.81903 0.11228
H -4.36086 0.81077 1.39272
H -5.14986 1.05930 -0.17209
H -3.76635 2.06160 0.29185
H -4.06787 -1.71958 0.69280
H -3.28982 -2.07324 -0.86416
H -4.86376 -1.29313 -0.80422
H -2.97576 1.52193 -1.93992
H -4.12511 0.24237 -2.30032
H -2.39624 -0.11421 -2.34567
H -2.50219 -2.72038 1.19467
H -2.30121 -3.34578 2.83363
H -0.88510 -2.95579 1.84274
H -4.04535 -0.85491 2.51717
H -3.21821 0.16536 3.69616
H -3.52211 -1.54215 4.04744
H 0.08552 -1.57809 3.56511
H -1.27774 -1.97634 4.59904
H -0.83971 -0.28171 4.36660
O 2.83391 -0.50092 -1.88642
B 1.54915 0.00450 -1.57469
O 1.26231 1.03960 -2.47810
C 2.34502 1.16426 -3.31452
C 2.53987 2.04328 -4.35254
C 3.74967 1.94531 -5.03887
C 4.70609 1.00151 -4.68544
C 4.49501 0.11715 -3.62753
C 3.29950 0.22709 -2.95779
H 1.78532 2.77022 -4.62401
H 3.94578 2.61443 -5.86695
H 5.63216 0.94899 -5.24375
H 5.23088 -0.62570 -3.34695


Record 6
# C25H28CoN7O4S2

C25H28CoN7O4S2 as an isolated structure at a distorted geometry (ωB97M-V/def2-TZVPD, the Open Molecules 2025 dataset).

Summary:
Spin multiplicity = 5
HOMO level (spin up / spin down) = -8.41 / -8.43 eV
Orbital gap (spin up / spin down) = 7.9 / 5.9 eV
LUMO energy (spin up / spin down) = -0.54 / -2.56 eV

Atoms and positions in Å:
Co 0.52367 1.96030 1.01289
N 1.05009 2.17590 3.21371
C 2.06608 3.17131 3.60465
C 3.43563 2.85306 3.01829
C 3.51045 3.02746 1.50696
N 2.80481 1.93313 0.81646
H 0.15734 2.45680 3.60754
H 1.27837 1.27583 3.62433
H 2.15923 3.22753 4.69366
H 1.72959 4.13903 3.23137
H 3.72185 1.82743 3.28283
H 4.17011 3.51547 3.47805
H 4.55949 3.07565 1.19919
H 3.02619 3.96177 1.22215
H 3.18350 1.04025 1.11614
H 2.96405 1.99954 -0.18456
C -5.44524 3.79330 -4.31117
C -4.15935 3.21410 -3.78984
C -3.78668 3.43882 -2.46523
C -2.62963 2.88300 -1.95483
C -1.83733 2.09795 -2.77862
C -2.16662 1.88567 -4.10560
C -3.32916 2.44956 -4.60510
S -0.48774 1.19323 -2.07470
O 0.52398 0.97758 -3.08063
O -1.02160 0.04736 -1.39708
N 0.17487 2.20368 -0.94065
C 0.55485 3.46759 -1.46838
C 0.44278 4.54077 -0.29632
O 0.21023 5.68126 -0.63359
O 0.66254 4.03898 0.84765
H -6.24501 3.65163 -3.58450
H -5.74352 3.31994 -5.24563
H -5.34292 4.86515 -4.49139
H -4.42471 4.03535 -1.82563
H -2.34507 3.04780 -0.92211
H -1.51659 1.27959 -4.72408
H -3.59619 2.28513 -5.64157
H -0.03873 3.77518 -2.33018
H 1.61600 3.49743 -1.74785
S -1.72804 2.05731 1.87976
C -2.75841 1.01566 1.09432
N -3.52452 0.30885 0.58932
N -0.22892 -5.28303 1.29009
C 0.20560 -6.57183 1.09665
C -0.34578 -7.81210 1.39810
C 0.41168 -8.91985 1.07425
C 1.67417 -8.80236 0.47397
C 2.21886 -7.57086 0.17708
C 1.47153 -6.43613 0.49197
N 1.77095 -5.10319 0.32467
C 0.74697 -4.44919 0.80263
C 0.67232 -2.99351 0.87259
C 1.53594 -2.21802 0.10392
C 1.50488 -0.84859 0.23716
N 0.70467 -0.20826 1.09902
C -0.14576 -0.95024 1.80818
C -0.20622 -2.32688 1.72231
H -1.12935 -5.00472 1.63628
H -1.31153 -7.91266 1.87627
H 0.02443 -9.90770 1.28788
H 2.23027 -9.70263 0.24754
H 3.19446 -7.46959 -0.27938
H 2.20071 -2.69562 -0.60093
H 2.14340 -0.23167 -0.38227
H -0.81239 -0.41847 2.47429
H -0.92952 -2.85525 2.32769


Record 7
# C2H6OS2

A 2-piece molecular cluster, C2H6OS2 overall (ωB97M-V/def2-TZVPD, the Open Molecules 2025 dataset).

Summary:
Spin multiplicity = 2
Charge = -1
Relative energy (zero: lowest compared OMol25 entry of this formula, charge and spin) = 13.0 kcal per mole
HOMO level (spin up / spin down) = 0.04 / -3.06 eV
Orbital gap (spin up / spin down) = 3.2 / 6.2 eV
LUMO energy (spin up / spin down) = 3.24 / 3.18 eV

Atoms and positions in Å:
O 0.82121 -1.27242 -0.16939
C 0.43859 -2.44394 0.27995
H 1.04416 -3.02440 0.99085
H -0.56625 -2.85046 0.07292
C -0.09624 1.41092 -1.09534
S -1.45570 1.63500 0.06437
S -0.48017 1.89284 1.83573
H 0.25429 2.34320 -1.54074
H -0.51706 0.82001 -1.90841
H 0.70438 0.88250 -0.58989
H -0.14721 0.60675 2.05995


Record 8
# CH5NO2S

A 2-piece molecular cluster, CH5NO2S overall at a distorted geometry (ωB97M-V/def2-TZVPD, the Open Molecules 2025 dataset).

Summary:
SMILES = CSO.N=O
Relative energy (zero: lowest compared OMol25 entry of this formula, charge and spin) = 105.9 kcal per mole
HOMO level = -8.39 eV
Orbital gap = 7.8 eV
LUMO energy = -0.59 eV

Atoms and positions in Å:
C 0.08523 0.57689 1.31434
S -1.65469 0.22872 0.89194
O -1.93545 1.49037 -0.08000
H 0.20453 1.58923 1.69248
H 0.39118 0.02044 2.13440
H 0.56913 0.42111 0.31212
H -1.32355 1.31414 -0.92035
N -0.82923 -1.31101 -2.72000
O 0.01696 -1.73922 -1.97156
H -1.29285 -2.10080 -3.24606


Values for molar mass, g mol⁻¹, ordered as above
102.133; 717.396; 92.118; 723.647; 668.637; 613.611; 110.203; 95.123